(1)
# C4H7NO2

A single C4H7NO2 molecule (wB97M-V/def2-TZVPD, the Open Molecules 2025 dataset).

```
14
Properties=species:S:1:pos:R:3:forces:R:3
O -1.662 1.357 1.155 0.1 0.0 -0.4
O 0.928 0.386 1.381 -0.1 0.0 0.0
N 1.863 -0.359 -0.558 -0.1 -0.1 0.1
C -1.345 1.355 -0.024 -0.1 -0.1 0.3
C -0.583 0.275 -0.649 -0.1 0.2 -0.1
C -0.539 -1.090 0.044 0.0 -0.1 0.1
C 0.643 -0.202 0.169 -0.1 -0.1 -0.1
H 1.759 -1.012 -1.324 0.0 0.0 0.0
H -0.456 0.317 -1.727 0.0 0.0 0.2
H -0.496 -1.966 -0.599 0.0 0.2 0.1
H 2.566 -0.719 0.075 0.1 0.0 0.0
H 0.084 0.611 1.809 0.1 0.0 0.0
H -1.189 -1.180 0.913 0.1 0.0 -0.2
H -1.573 2.227 -0.665 -0.1 -0.1 0.1
```
Forces are in eV/Å.

The calculation puts the energy above the lowest of the compared OMol25 structures with the same formula, charge and spin at 44.10 kcal/mol. As for the HOMO energy: -9.1 eV.

***

(2)
# C4H15N3O

4 unconnected molecules or ions with the total composition C4H15N3O (wB97M-V/def2-TZVPD, the Open Molecules 2025 dataset).

```
23
Properties=species:S:1:pos:R:3:forces:R:3
O 1.944 -0.598 1.752 -1.1 1.0 0.8
N 0.855 -1.432 -0.726 0.0 -0.5 -0.6
N -0.347 0.690 2.048 -0.2 0.0 -0.2
N 0.704 -1.927 0.390 -0.6 -0.5 0.0
C -1.333 0.198 1.425 -0.1 -0.1 0.8
C -2.327 0.321 -1.916 0.1 0.0 -0.1
C 2.719 0.150 0.870 -0.1 0.0 -0.2
C -1.011 0.949 -1.478 1.0 -1.1 -0.3
H -2.146 -0.462 -2.654 -0.1 0.0 0.0
H -0.488 1.361 -2.340 0.0 0.2 -0.3
H 1.349 -2.683 0.687 0.2 0.3 -0.4
H 2.299 0.098 -0.155 0.2 0.1 0.1
H -1.203 -0.786 0.995 0.0 0.0 -0.3
H -0.495 1.586 2.506 -0.2 0.0 -0.2
H -2.326 0.640 1.405 0.0 0.2 -0.1
H 3.734 -0.257 0.851 0.0 0.1 0.0
H 1.613 -1.811 -1.327 0.2 -0.2 0.6
H -2.995 1.057 -2.364 -0.1 0.0 0.0
H 2.756 1.208 1.150 0.1 0.0 0.0
H -1.183 1.798 -0.819 0.2 -0.2 0.4
H -2.840 -0.139 -1.071 -0.1 0.0 0.0
H 1.010 -0.088 1.889 2.0 -0.9 -0.1
H -0.288 0.128 -1.118 -1.3 1.7 0.0
```
Forces are in eV/Å.

The calculation puts the energy above the lowest of the compared OMol25 structures with the same formula, charge and spin at 95.25 kcal/mol. As for the HOMO energy: -8.7 eV.

***

(3)
# C3H3BeLiO3

A molecular structure, C3H3BeLiO3 (wB97M-V/def2-TZVPD, the Open Molecules 2025 dataset).

```
11
Properties=species:S:1:pos:R:3:forces:R:3
O 0.823 0.063 -0.101 2.8 2.4 -4.6
O -1.932 -1.256 -0.180 -0.7 -4.7 5.0
O 0.807 -0.091 2.254 0.3 0.5 -4.5
C 0.583 -0.199 0.987 -3.5 -3.9 9.7
C -0.789 -0.105 -1.817 -5.1 -1.7 -0.3
C -2.000 -0.497 -1.138 3.6 6.1 -7.4
Be -0.839 -1.513 0.637 0.6 0.2 0.7
Li 2.270 0.788 0.692 1.3 0.8 0.3
H -2.933 -0.034 -1.463 -0.1 0.0 0.7
H -0.915 0.651 -2.576 0.1 0.1 -0.2
H -0.141 -0.933 -2.066 0.7 0.2 0.5
```
Forces are in eV/Å.

Its net charge is +1. The spin multiplicity is 2. The calculation puts the energy above the lowest of the compared OMol25 structures with the same formula, charge and spin at 45.45 kcal/mol. As for the HOMO energy (alpha / beta): -11.9 / -11.9 eV.

***

Short version: energy = -361.8106; -400.7664; -363.7841 Ha, in the order given.
Short version: max |F| = 0.0086; 0.0426; 0.2147 hartree/bohr, in the order given.